1.
Formula: C12H37N3O5
Source: the Open Molecules 2025 dataset
Level of theory: ωB97M-V with the def2-TZVPD basis set

The calculation puts the maximum force at 2.3 eV/Å. As for the total charge: 0. The value obtained for the relative energy (zero: lowest compared OMol25 entry of this formula, charge and spin) is 16.8 kcal/mol. As for the LUMO energy: 0.0230 hartree. The SMILES is COC[C@H](C)N.COC[C@H](C)N.COC[C@H](C)N.O.O. The HOMO energy comes out at -8.9395 eV.

Element x y z (Å)
1 O -2.678 -2.539 0.293
2 H -1.912 -1.952 0.380
3 H -3.411 -1.945 0.104
4 O -0.784 -0.357 1.166
5 H -0.395 -0.599 0.289
6 H -0.654 0.599 1.205
7 C 6.107 -4.623 0.176
8 C 4.755 -4.149 0.694
9 C 3.600 -4.768 -0.098
10 O 2.332 -4.263 0.255
11 C 2.045 -3.034 -0.384
12 N 4.671 -4.385 2.135
13 H 6.179 -4.476 -0.907
14 H 6.133 -5.710 0.302
15 H 6.977 -4.148 0.615
16 H 4.701 -3.066 0.547
17 H 3.542 -5.844 0.064
18 H 3.900 -4.584 -1.141
19 H 2.093 -3.142 -1.475
20 H 2.698 -2.199 -0.110
21 H 1.019 -2.810 -0.094
22 H 4.655 -5.345 2.460
23 H 3.775 -4.027 2.460
24 C 1.787 0.743 -3.111
25 C 1.181 0.722 -1.728
26 C 0.690 2.100 -1.311
27 O 0.067 2.077 -0.044
28 C -0.095 3.317 0.609
29 N 0.120 -0.256 -1.546
30 H 1.128 1.185 -3.862
31 H 2.188 -0.199 -3.477
32 H 2.656 1.413 -3.049
33 H 1.989 0.483 -1.026
34 H -0.081 2.456 -2.012
35 H 1.459 2.876 -1.364
36 H -0.382 3.093 1.631
37 H -0.739 4.031 0.090
38 H 0.883 3.815 0.666
39 H -0.781 0.043 -1.911
40 H 0.263 -1.165 -1.970
41 C -4.017 1.718 2.382
42 C -4.493 1.772 0.902
43 C -4.996 3.170 0.551
44 O -3.943 4.103 0.707
45 C -4.205 5.343 0.124
46 N -3.334 1.501 0.026
47 H -3.938 0.652 2.608
48 H -4.844 2.032 3.030
49 H -3.129 2.316 2.532
50 H -5.267 1.042 0.669
51 H -5.873 3.492 1.121
52 H -5.271 3.138 -0.514
53 H -3.432 6.025 0.479
54 H -5.193 5.743 0.393
55 H -4.203 5.371 -0.975
56 H -2.827 2.379 -0.032
57 H -2.716 0.835 0.477

Löwdin population analysis, charges in e, atoms 1 to 5: -0.066 -0.012 0.024 -0.102 0.000



2.
Formula: C23H65N13O11
Source: the Open Molecules 2025 dataset
Level of theory: ωB97M-V with the def2-TZVPD basis set

The calculation puts the maximum force at 2.0 eV/Å. As for the total charge: 0. The value obtained for the relative energy (zero: lowest compared OMol25 entry of this formula, charge and spin) is 4.8 kcal/mol. As for the LUMO energy: 0.0167 hartree. The SMILES is COCCNCCOC.COCCNCCOC.COCCNCCOC.NC(N)=O.NC(N)=O.NC(N)=O.NC(N)=O.NC(N)=O. The HOMO energy comes out at -8.4131 eV.

Element x y z (Å)
1 C 27.113 -20.298 6.099
2 O 27.657 -19.016 6.220
3 C 26.928 -18.216 7.123
4 C 27.581 -16.861 7.289
5 N 27.247 -15.938 6.203
6 C 27.918 -14.638 6.371
7 C 29.453 -14.660 6.483
8 O 29.749 -14.616 7.876
9 C 31.119 -14.492 8.146
10 H 26.112 -20.295 5.656
11 H 27.145 -20.811 7.070
12 H 27.752 -20.915 5.464
13 H 26.818 -18.651 8.124
14 H 25.911 -18.087 6.732
15 H 28.653 -17.020 7.468
16 H 27.240 -16.362 8.201
17 H 27.625 -16.335 5.345
18 H 27.397 -14.135 7.188
19 H 27.643 -14.018 5.514
20 H 29.802 -13.740 6.003
21 H 29.803 -15.564 5.976
22 H 31.756 -15.299 7.766
23 H 31.266 -14.549 9.231
24 H 31.500 -13.501 7.869
25 C 24.206 -4.192 7.135
26 O 24.828 -5.454 7.175
27 C 23.865 -6.471 7.358
28 C 24.556 -7.816 7.549
29 N 23.638 -8.848 8.084
30 C 23.396 -8.791 9.533
31 C 22.887 -10.087 10.118
32 O 21.513 -10.208 9.816
33 C 20.867 -11.203 10.577
34 H 24.923 -3.431 6.830
35 H 23.819 -3.943 8.130
36 H 23.379 -4.115 6.419
37 H 23.172 -6.542 6.512
38 H 23.298 -6.243 8.273
39 H 25.453 -7.773 8.165
40 H 24.846 -8.185 6.563
41 H 22.738 -8.606 7.672
42 H 22.711 -7.991 9.840
43 H 24.362 -8.521 9.972
44 H 23.068 -10.004 11.200
45 H 23.472 -10.958 9.804
46 H 21.066 -11.151 11.653
47 H 21.071 -12.226 10.247
48 H 19.806 -10.987 10.432
49 C 31.291 -10.320 7.199
50 O 32.365 -10.827 7.943
51 C 33.487 -11.129 7.153
52 C 34.673 -11.446 8.043
53 N 34.863 -10.383 8.997
54 C 36.010 -10.509 9.898
55 C 36.487 -9.125 10.271
56 O 37.696 -9.151 10.971
57 C 38.304 -7.909 11.143
58 H 30.362 -10.307 7.775
59 H 31.095 -10.994 6.358
60 H 31.379 -9.267 6.909
61 H 33.730 -10.276 6.509
62 H 33.327 -12.008 6.512
63 H 35.558 -11.632 7.430
64 H 34.491 -12.414 8.548
65 H 33.997 -10.088 9.416
66 H 36.761 -11.152 9.441
67 H 35.641 -11.064 10.773
68 H 35.717 -8.655 10.909
69 H 36.468 -8.486 9.378
70 H 39.218 -8.011 11.724
71 H 37.674 -7.200 11.701
72 H 38.538 -7.450 10.175
73 C 28.623 -11.824 2.758
74 O 29.159 -12.095 3.840
75 N 27.272 -11.797 2.639
76 N 29.309 -11.511 1.643
77 H 26.871 -11.466 1.781
78 H 26.711 -12.076 3.429
79 H 28.867 -11.453 0.745
80 H 30.310 -11.575 1.625
81 C 26.479 -11.165 6.219
82 O 25.909 -11.263 5.128
83 N 27.783 -11.535 6.422
84 N 25.922 -10.626 7.332
85 H 28.302 -11.662 5.558
86 H 28.236 -11.369 7.301
87 H 24.995 -10.214 7.379
88 H 26.435 -10.705 8.203
89 C 28.665 -10.401 10.204
90 O 27.617 -10.243 9.571
91 N 28.869 -11.504 10.991
92 N 29.675 -9.510 10.224
93 H 29.685 -11.513 11.574
94 H 28.173 -12.212 11.116
95 H 29.610 -8.585 9.821
96 H 30.475 -9.745 10.782
97 C 28.751 -7.006 7.566
98 O 29.260 -6.772 8.671
99 N 27.997 -8.106 7.323
100 N 28.850 -6.093 6.565
101 H 27.875 -8.688 8.140
102 H 27.740 -8.348 6.384
103 H 29.397 -5.270 6.734
104 H 28.274 -6.106 5.744
105 C 23.217 -9.410 3.567
106 O 24.016 -9.586 2.654
107 N 23.412 -9.913 4.820
108 N 22.116 -8.609 3.434
109 H 24.220 -10.494 5.041
110 H 22.677 -9.840 5.500
111 H 21.896 -8.207 2.545
112 H 21.634 -8.354 4.275

Löwdin population analysis, charges in e, atoms 1 to 5: -0.131 -0.182 -0.245 -0.222 -0.056



3.
Formula: C28H54N10O8S2
Source: the Open Molecules 2025 dataset
Level of theory: ωB97M-V with the def2-TZVPD basis set

The calculation puts the maximum force at 2.8 eV/Å. As for the total charge: 0. As for the LUMO energy: -0.0271 hartree. The SMILES is CCCCN(CCCCC1=C(N(C)C(C)=O)C(=O)C(C)=C(CCO)C1=O)C(=S)SCCC.NC(N)=O.NC(N)=O.NC(N)=O.NC(N)=O. The HOMO energy comes out at -8.0252 eV.

Element x y z (Å)
1 C 6.255 -2.416 1.435
2 C 5.359 -2.961 0.283
3 C 4.417 -1.886 -0.283
4 C 4.016 -2.146 -1.751
5 N 2.749 -1.431 -2.068
6 C 1.745 -2.305 -2.697
7 C 0.893 -2.978 -1.554
8 C -0.432 -2.215 -1.523
9 C -1.483 -2.758 -0.508
10 C -1.630 -1.819 0.646
11 C -2.720 -1.176 0.981
12 N -3.953 -1.225 0.252
13 C -3.832 -0.671 -1.099
14 C -4.621 -2.447 0.298
15 C -4.369 -3.485 1.375
16 O -5.448 -2.679 -0.531
17 C -2.655 -0.313 2.218
18 O -3.541 -0.238 2.991
19 C -1.354 0.428 2.410
20 C -1.350 1.805 3.004
21 C -0.254 -0.195 2.035
22 C 1.160 0.340 2.084
23 C 1.424 1.021 0.711
24 O 2.210 2.205 0.832
25 C -0.402 -1.590 1.499
26 O 0.380 -2.452 1.710
27 C 2.946 -0.228 -2.746
28 S 3.664 1.022 -1.962
29 S 2.486 0.028 -4.474
30 C 1.002 1.112 -4.298
31 C -0.340 0.353 -4.435
32 C -1.265 0.579 -3.213
33 H 6.313 -1.329 1.440
34 H 5.952 -2.792 2.409
35 H 7.269 -2.791 1.280
36 H 6.002 -3.419 -0.471
37 H 4.745 -3.742 0.741
38 H 4.887 -0.906 -0.200
39 H 3.503 -1.861 0.318
40 H 3.881 -3.226 -1.831
41 H 4.789 -1.788 -2.432
42 H 2.220 -3.119 -3.254
43 H 1.035 -1.765 -3.310
44 H 0.764 -4.042 -1.775
45 H 1.441 -2.888 -0.616
46 H -0.170 -1.192 -1.238
47 H -0.859 -2.271 -2.524
48 H -2.414 -3.029 -1.001
49 H -1.075 -3.691 -0.099
50 H -4.783 -0.320 -1.482
51 H -3.420 -1.363 -1.838
52 H -3.168 0.194 -1.060
53 H -3.894 -4.344 0.906
54 H -3.784 -3.112 2.216
55 H -5.344 -3.759 1.772
56 H -1.320 2.586 2.244
57 H -2.206 1.940 3.664
58 H -0.471 1.928 3.637
59 H 1.299 1.048 2.899
60 H 1.803 -0.535 2.182
61 H 0.439 1.285 0.298
62 H 1.853 0.275 0.033
63 H 1.891 2.791 0.135
64 H 1.081 1.975 -4.955
65 H 1.038 1.510 -3.281
66 H -0.206 -0.721 -4.551
67 H -0.876 0.783 -5.283
68 H -0.684 0.724 -2.296
69 H -1.926 1.437 -3.338
70 H -1.914 -0.283 -3.032
71 C -3.680 3.706 -3.971
72 O -2.598 3.334 -4.398
73 N -4.843 3.518 -4.656
74 N -3.814 4.338 -2.769
75 H -5.741 3.813 -4.321
76 H -4.781 3.055 -5.544
77 H -2.978 4.493 -2.237
78 H -4.693 4.649 -2.399
79 C 7.062 -1.480 4.951
80 O 7.617 -1.384 3.873
81 N 6.764 -2.688 5.518
82 N 6.688 -0.389 5.685
83 H 6.307 -2.790 6.404
84 H 7.025 -3.510 5.006
85 H 6.892 0.514 5.298
86 H 6.230 -0.446 6.575
87 C -7.480 2.012 -1.500
88 O -7.646 2.926 -2.289
89 N -7.795 2.119 -0.176
90 N -6.963 0.805 -1.873
91 H -7.665 1.379 0.489
92 H -8.177 2.993 0.135
93 H -6.719 0.690 -2.840
94 H -6.819 0.039 -1.240
95 C 1.174 5.103 3.547
96 O 0.102 5.682 3.556
97 N 1.414 4.017 2.758
98 N 2.225 5.493 4.330
99 H 2.283 3.519 2.728
100 H 0.664 3.707 2.172
101 H 2.083 6.289 4.923
102 H 3.114 5.031 4.337

Löwdin population analysis, charges in e, atoms 1 to 5: -0.110 -0.241 -0.209 -0.166 -0.189



4.
Formula: C2Cl2F2O
Source: the Open Molecules 2025 dataset
Level of theory: ωB97M-V with the def2-TZVPD basis set

The calculation puts the maximum force at 3.6 eV/Å. As for the total charge: 0. The value obtained for the relative energy (zero: lowest compared OMol25 entry of this formula, charge and spin) is 68.0 kcal/mol. As for the LUMO energy (alpha / beta): -0.0300 / -0.0184 hartree. The HOMO energy (alpha / beta) comes out at -9.2293 / -8.9951 eV.

Element x y z (Å)
1 C 1.496 0.041 -0.066
2 C -1.116 0.093 0.135
3 O 2.016 1.039 0.283
4 F -1.494 0.296 1.435
5 F -1.226 -1.216 -0.157
6 Cl 2.059 -1.431 -0.592
7 Cl -1.735 1.177 -1.038

Löwdin population analysis, charges in e, atoms 1 to 5: -0.732 -0.798 0.040 0.019 0.002



5.
Formula: C32H40BCl3IN8O2ReSi
Source: the Open Molecules 2025 dataset
Level of theory: ωB97M-V with the def2-TZVPD basis set

As for the multiplicity: 2. The calculation puts the maximum force at 0.1 eV/Å. As for the total charge: +1. The value obtained for the relative energy (zero: lowest compared OMol25 entry of this formula, charge and spin) is 0.0 kcal/mol. As for the LUMO energy (alpha / beta): -0.1839 / -0.1689 hartree. The HOMO energy (alpha / beta) comes out at -11.4400 / -11.4377 eV.

Element x y z (Å)
1 Re -0.532 0.105 0.053
2 C 0.871 4.057 2.030
3 C -0.638 3.965 1.924
4 C -1.272 3.412 3.199
5 C -1.228 3.384 0.647
6 C -1.955 4.259 -0.138
7 C -2.625 3.492 -1.067
8 N -2.306 2.229 -0.875
9 N -1.390 2.095 0.150
10 B -3.073 1.063 -1.517
11 N -3.465 0.106 -0.399
12 C -4.678 -0.311 -0.056
13 C -4.549 -1.395 0.788
14 C -3.182 -1.607 0.914
15 N -2.513 -0.651 0.219
16 C -2.572 -2.852 1.475
17 C -3.025 -3.160 2.900
18 C -2.986 -4.002 0.541
19 N -2.204 0.341 -2.533
20 C -2.481 0.142 -3.824
21 C -1.421 -0.525 -4.384
22 C -0.495 -0.706 -3.350
23 N -0.985 -0.163 -2.214
24 C 0.795 -1.439 -3.632
25 C 0.643 -2.936 -3.349
26 C 2.073 -0.897 -3.010
27 H 1.125 4.639 2.919
28 H 1.329 3.083 2.139
29 H 1.294 4.561 1.163
30 H -0.983 4.998 1.849
31 H -0.813 2.482 3.511
32 H -1.120 4.133 4.003
33 H -2.344 3.249 3.085
34 H -2.036 5.322 0.009
35 H -3.341 3.761 -1.826
36 H -4.050 1.493 -2.054
37 H -5.552 0.176 -0.455
38 H -5.337 -1.988 1.216
39 H -1.490 -2.749 1.449
40 H -4.107 -3.300 2.939
41 H -2.560 -4.087 3.238
42 H -2.756 -2.372 3.599
43 H -4.071 -4.116 0.547
44 H -2.672 -3.819 -0.488
45 H -2.552 -4.943 0.877
46 H -3.412 0.487 -4.242
47 H -1.308 -0.846 -5.405
48 H 0.907 -1.326 -4.713
49 H 0.524 -3.108 -2.281
50 H -0.225 -3.352 -3.861
51 H 1.530 -3.476 -3.684
52 H 2.145 -1.187 -1.969
53 H 2.930 -1.338 -3.522
54 H 2.151 0.186 -3.094
55 C 0.298 -4.480 0.111
56 C 1.435 -3.554 0.391
57 N 2.542 -4.091 0.869
58 C 3.570 -3.311 1.210
59 C 3.587 -1.946 1.029
60 C 4.795 -1.131 1.415
61 O 4.453 0.009 2.188
62 C 2.425 -1.350 0.507
63 C 2.486 0.042 0.112
64 N 1.525 0.874 -0.129
65 C 2.074 2.208 -0.390
66 C 3.096 2.598 0.488
67 C 3.781 3.785 0.340
68 C 3.430 4.650 -0.684
69 C 2.412 4.295 -1.546
70 C 1.737 3.078 -1.426
71 I 0.403 2.718 -2.984
72 C 1.331 -2.158 0.232
73 O 0.198 -1.611 -0.259
74 H 0.697 -5.461 -0.134
75 H -0.346 -4.125 -0.690
76 H -0.311 -4.580 1.010
77 H 4.433 -3.816 1.629
78 H 5.307 -0.746 0.530
79 H 5.508 -1.773 1.938
80 H 4.031 -0.280 3.006
81 H 3.495 0.398 -0.055
82 H 3.338 1.957 1.326
83 H 4.565 4.039 1.040
84 H 3.942 5.594 -0.815
85 H 2.146 4.956 -2.359
86 Cl 0.343 -2.140 3.156
87 Si -0.181 -0.233 2.514
88 Cl 1.347 0.857 3.408
89 Cl -1.903 0.162 3.582

Löwdin population analysis, charges in e, atoms 1 to 5: 1.483 -0.060 -0.348 -0.082 -0.192



Calculated DFT total energy in order - -27750.2412 -66800.9187 -82865.4866 -34597.8986 -106202.7995 eV